The following is a quantum chemistry calculation of a molecular structure, C17H34N7O3PSV at a distorted geometry, from the OMol25 dataset.

multiplicity	4
strongest force on any atom	1.928	eV/A
calculated total energy	-80555.239	eV
molar mass	498.49	g/mol
charge	+2
E_HOMO (alpha / beta)	-0.483 / -0.509	Ha
frontier orbital gap (alpha / beta)	0.2593 / 0.2691	hartree
lowest unoccupied orbital energy (alpha / beta)	-0.22404 / -0.23960	Eh

Element x y z (Å)
V (-0.302, 0.454, 0.033)
S (-1.841, 0.014, 3.948)
P (1.115, -0.811, -1.347)
O (1.386, -2.203, -0.604)
O (0.851, -1.214, -2.892)
O (2.584, -0.201, -1.518)
N (-0.510, -0.908, 1.438)
N (-1.801, 1.792, 0.739)
N (-1.983, 0.165, -1.281)
N (1.420, 0.689, 1.087)
N (-1.681, -1.608, 1.803)
N (-3.135, -2.219, 3.475)
N (0.006, 2.074, -1.313)
C (2.904, -0.489, 2.572)
C (-0.746, 1.894, -2.575)
C (0.584, -2.403, 3.055)
C (-0.320, 3.305, -0.551)
C (2.383, 1.609, 0.937)
C (1.680, -0.352, 1.923)
C (-2.243, -1.325, 3.047)
C (-0.226, -2.071, -3.292)
C (0.556, -1.243, 2.117)
C (-3.202, 0.103, -0.451)
C (-2.090, 1.204, -2.334)
C (2.405, -3.116, -1.085)
C (3.871, 0.486, 2.419)
C (-3.175, 1.251, 0.579)
C (3.164, 0.413, -2.685)
C (-1.653, 3.156, 0.173)
C (3.597, 1.565, 1.590)
H (0.150, -2.736, -4.065)
H (-1.036, -1.476, -3.718)
H (3.138, 1.498, -2.580)
H (0.284, -3.317, 2.537)
H (-0.135, 1.277, -3.235)
H (-2.448, 0.775, -3.272)
H (-0.593, -2.675, -2.458)
H (4.201, 0.092, -2.733)
H (-3.379, -3.054, 2.965)
H (2.188, 2.425, 0.256)
H (-2.462, 3.351, -0.528)
H (1.571, -2.568, 3.470)
H (-1.875, -0.739, -1.728)
H (-2.837, 1.933, -2.024)
H (-3.528, 0.867, 1.531)
H (-1.643, -2.600, 1.593)
H (-0.340, 4.187, -1.197)
H (-3.199, -0.851, 0.065)
H (3.388, -2.755, -0.790)
H (-4.105, 0.146, -1.066)
H (2.358, -3.215, -2.168)
H (-1.602, 1.813, 1.742)
H (-3.862, 2.049, 0.296)
H (2.211, -4.079, -0.622)
H (4.314, 2.362, 1.453)
H (-0.918, 2.849, -3.079)
H (-0.105, -2.245, 3.886)
H (2.650, 0.108, -3.592)
H (-3.620, -2.029, 4.336)
H (3.097, -1.337, 3.211)
H (0.463, 3.457, 0.191)
H (4.817, 0.414, 2.938)
H (-1.727, 3.918, 0.951)
H (0.985, 2.145, -1.575)


The following is a quantum chemistry calculation of a single C17H34O2 molecule, from the OMol25 dataset.

multiplicity	1
strongest force on any atom	0.499	eV/A
calculated total energy	-22276.558	eV
molar mass	270.46	g/mol
ΔE to the lowest compared entry with this formula, charge and spin	11.1	kcal/mol
SMILES	CCCCCCCCCCCCCCCC(=O)OC
charge	0
E_HOMO	-0.376	Ha
frontier orbital gap	0.4093	hartree
lowest unoccupied orbital energy	0.03378	Eh

Element x y z (Å)
O (-4.536, 0.212, -3.637)
O (-4.326, -1.262, -5.310)
C (4.246, 1.326, 3.841)
C (3.445, 0.620, 2.747)
C (2.292, -1.544, 2.041)
C (-0.807, 0.080, -0.896)
C (3.344, 3.016, 7.224)
C (-1.509, -0.401, -3.978)
C (0.438, -1.810, 0.347)
C (-2.703, -1.251, -3.521)
C (3.389, 1.773, 5.024)
C (-0.887, -1.285, -0.208)
C (0.148, 0.148, -2.088)
C (4.197, 2.578, 6.040)
C (2.875, -0.725, 3.194)
C (-5.682, 0.758, -4.274)
C (1.047, -0.913, 1.422)
C (-0.197, -0.763, -3.267)
C (-3.934, -0.806, -4.269)
H (-1.281, -2.024, -0.910)
H (3.675, -1.304, 3.663)
H (-1.392, -0.546, -5.054)
H (2.561, 2.384, 4.659)
H (-5.417, 1.155, -5.256)
H (5.036, 0.661, 4.198)
H (-0.233, -1.802, -2.938)
H (2.635, 1.276, 2.424)
H (-0.489, 0.825, -0.164)
H (2.934, 2.150, 7.740)
H (-2.875, -1.128, -2.454)
H (4.101, 0.454, 1.888)
H (3.053, -1.673, 1.268)
H (4.729, 2.206, 3.408)
H (2.033, -2.538, 2.416)
H (-1.735, 0.654, -3.809)
H (0.620, -0.683, -3.987)
H (-1.809, 0.366, -1.221)
H (0.257, -2.799, 0.776)
H (-2.515, -2.300, -3.751)
H (-1.603, -1.207, 0.615)
H (0.171, 1.181, -2.446)
H (-6.044, 1.551, -3.625)
H (1.156, -1.939, -0.466)
H (0.305, -0.737, 2.206)
H (2.965, 0.900, 5.523)
H (2.097, -0.566, 3.942)
H (-6.446, -0.012, -4.403)
H (3.937, 3.588, 7.934)
H (4.617, 3.460, 5.550)
H (2.516, 3.637, 6.889)
H (1.157, -0.095, -1.750)
H (5.032, 1.971, 6.398)
H (1.311, 0.050, 0.986)


The following is a quantum chemistry calculation of a molecular structure, C17H34O2OsP2 at a distorted geometry, from the OMol25 dataset.

multiplicity	5
strongest force on any atom	5.885	eV/A
calculated total energy	-43297.923	eV
molar mass	522.63	g/mol
ΔE to the lowest compared entry with this formula, charge and spin	35.0	kcal/mol
charge	+2
E_HOMO (alpha / beta)	-0.414 / -0.543	Ha
frontier orbital gap (alpha / beta)	0.1871 / 0.1843	hartree
lowest unoccupied orbital energy (alpha / beta)	-0.22720 / -0.35826	Eh

Element x y z (Å)
Os (3.694, 0.236, -0.407)
P (2.046, 1.000, 1.867)
P (1.819, 0.136, -3.444)
O (0.989, -0.205, -2.014)
O (0.845, -0.976, 0.014)
C (2.138, 2.818, 1.868)
C (0.550, 0.335, -4.665)
C (6.121, -1.572, -0.731)
C (2.951, 0.429, 3.338)
C (1.634, -0.403, -0.853)
C (-0.553, -1.200, -0.415)
C (4.929, -0.991, -1.469)
C (5.905, 2.096, -0.250)
C (4.985, 0.390, -1.907)
C (2.931, 1.972, -1.500)
C (5.161, -0.033, 0.966)
C (2.528, -1.484, -3.706)
C (6.125, 1.323, -1.557)
C (4.961, 1.369, 0.681)
C (6.434, -0.736, 0.513)
C (0.328, 0.724, 2.380)
C (2.399, 1.789, -2.938)
H (3.124, 2.138, -3.681)
H (1.808, -2.031, -4.334)
H (2.614, -2.044, -2.761)
H (-0.369, -0.128, -4.275)
H (6.214, 2.047, -2.371)
H (3.982, 0.797, 3.329)
H (3.488, -1.465, -4.230)
H (-0.539, -2.005, -1.162)
H (2.413, 0.778, 4.227)
H (-0.307, 1.518, 1.971)
H (-1.053, -1.525, 0.495)
H (0.308, 0.779, 3.478)
H (3.090, 3.149, 1.444)
H (5.883, -2.604, -0.436)
H (-0.025, -0.259, 2.046)
H (5.486, 3.085, -0.468)
H (6.991, -1.663, -1.395)
H (4.649, 0.537, -2.935)
H (0.910, -0.201, -5.559)
H (4.813, -0.374, 1.948)
H (7.074, 0.788, -1.531)
H (4.468, -1.706, -2.143)
H (2.028, 3.169, 2.903)
H (7.224, -0.016, 0.287)
H (1.328, 3.201, 1.234)
H (-1.003, -0.278, -0.797)
H (3.678, 2.770, -1.520)
H (2.960, -0.670, 3.304)
H (0.406, 1.404, -4.866)
H (1.509, 2.450, -3.061)
H (6.768, -1.404, 1.316)
H (4.668, 1.959, 1.549)
H (2.122, 2.394, -0.888)
H (6.859, 2.285, 0.263)


The following is a quantum chemistry calculation of a molecular structure, C17H34O2OsP2 at a distorted geometry, from the OMol25 dataset.

multiplicity	5
strongest force on any atom	5.728	eV/A
calculated total energy	-43293.763	eV
molar mass	522.63	g/mol
ΔE to the lowest compared entry with this formula, charge and spin	130.9	kcal/mol
charge	+2
E_HOMO (alpha / beta)	-0.441 / -0.524	Ha
frontier orbital gap (alpha / beta)	0.2184 / 0.2637	hartree
lowest unoccupied orbital energy (alpha / beta)	-0.22242 / -0.26006	Eh

Element x y z (Å)
Os (-1.067, -1.018, -0.121)
P (0.229, -2.456, 0.749)
P (-0.300, 2.445, 1.624)
O (1.780, 0.727, 3.193)
O (-0.461, 1.543, 2.915)
C (-0.343, -1.835, 2.411)
C (-1.610, -0.992, -3.370)
C (1.045, 0.492, -3.440)
C (-1.974, 0.482, -3.103)
C (0.726, 0.070, -0.070)
C (1.948, -2.811, 0.692)
C (-1.929, 2.900, 1.160)
C (0.504, -1.783, -2.227)
C (0.726, 1.162, 3.714)
C (0.743, 1.413, 0.486)
C (-1.070, 1.219, -2.170)
C (-0.879, -1.587, -2.154)
C (-0.847, -3.788, 0.134)
C (1.376, -1.022, -3.204)
C (0.131, 1.309, 5.046)
C (0.309, 1.214, -2.419)
C (1.077, 3.654, 1.983)
H (1.030, -2.578, -1.719)
H (1.875, 3.054, 2.473)
H (-0.346, 2.318, 5.051)
H (-0.184, -0.015, -0.875)
H (1.382, -1.488, -4.179)
H (-0.448, -3.983, -0.872)
H (-2.645, 2.053, 1.365)
H (-1.104, -1.090, -4.332)
H (-3.000, 0.505, -2.684)
H (2.531, -2.118, 1.306)
H (-1.549, 1.891, -1.472)
H (-1.987, 1.011, -4.048)
H (-2.521, -1.548, -3.491)
H (-0.630, 0.565, 5.010)
H (2.005, 0.988, -3.483)
H (2.242, -3.836, 0.903)
H (1.593, -0.176, -0.706)
H (-1.559, -2.200, -1.479)
H (-2.004, 3.132, 0.064)
H (2.436, -1.086, -2.877)
H (1.364, 4.007, 0.978)
H (0.470, -1.405, 2.933)
H (0.641, 0.671, -4.444)
H (-0.436, -2.852, 2.722)
H (2.207, -2.597, -0.363)
H (0.697, 4.491, 2.635)
H (0.895, 1.211, 5.823)
H (-1.874, -3.347, 0.069)
H (-1.246, -1.426, 2.718)
H (0.977, 1.881, -1.883)
H (0.548, 2.090, -0.360)
H (1.688, 1.471, 0.935)
H (-2.308, 3.780, 1.751)
H (-0.852, -4.712, 0.702)


Question: Among the records above, which one has the lowest multiplicity?
Answer: C17H34O2